Molecular formula: C24H27NO6
Method: DFT, wB97M-V/def2-TZVPD

Summary:
ΔE to the lowest compared entry with this formula, charge and spin: 26.2443 eV
HOMO level: -0.274 hartree
Kohn-Sham gap: 7.904 eV
2S+1: 1
total charge: 0
energy: -1436.01192 hartree

Each line ends with the natural charge from an NBO analysis.
Atoms and positions in Å:
C1 7.94 1.24 0.85  -0.244
H1 8.77 0.48 0.47  0.191
H2 7.96 1.38 1.82  0.188
H3 8.24 2.19 0.36  0.193
O1 6.68 0.65 0.03  -0.559
C2 5.55 1.55 0.48  0.813
O2 5.61 2.51 1.26  -0.566
C3 4.34 1.18 -0.32  -0.316
C4 4.27 0.06 -1.12  -0.185
C5 3.18 -0.42 -1.59  -0.222
C6 1.90 0.53 -1.31  0.392
C7 1.88 1.55 -0.62  -0.387
C8 3.21 1.68 -0.07  0.092
H4 3.24 2.82 0.72  0.197
H5 1.08 2.00 -0.43  0.225
O3 0.78 -0.20 -1.82  -0.523
C9 -0.39 0.14 -1.56  0.023
H6 -1.13 -0.16 -2.30  0.193
H7 -0.38 1.51 -1.73  0.075
C10 -0.92 -0.13 -0.09  -0.139
N1 -0.56 -1.57 -0.11  -0.454
C11 0.46 -1.75 0.89  0.683
O4 1.24 -0.85 1.31  -0.633
C12 0.87 -3.25 1.06  -0.296
C13 2.35 -3.46 0.98  -0.302
C14 1.92 -3.89 -0.16  -0.362
H8 2.18 -3.47 -0.96  0.202
H9 1.70 -4.78 -0.47  0.212
H10 2.94 -2.83 1.46  0.255
H11 2.58 -4.50 1.96  0.105
H12 0.16 -3.81 1.26  0.184
C15 -1.40 -2.54 -0.80  -0.139
H13 -0.91 -3.48 -0.59  0.212
C16 -2.78 -2.59 -0.06  -0.397
C17 -3.29 -1.11 0.00  -0.019
C18 -2.33 0.23 -0.02  -0.008
C19 -2.85 1.32 -0.16  -0.259
C20 -4.24 1.60 0.39  0.345
C21 -5.15 0.54 0.19  0.148
C22 -4.73 -0.66 0.21  -0.275
H14 -5.20 -1.71 0.31  0.239
O5 -6.61 0.84 0.50  -0.541
C23 -7.47 -0.36 0.38  -0.169
H15 -7.39 -1.08 -0.52  0.158
H16 -7.29 -0.87 1.16  0.159
H17 -8.20 0.07 0.42  0.148
O6 -4.45 2.80 0.21  -0.453
C24 -5.70 3.22 0.52  -0.298
H18 -6.53 3.19 -0.39  0.199
H19 -6.30 3.04 1.49  0.227
H20 -5.72 4.50 0.50  0.174
H21 -2.19 2.21 -0.06  0.215
H22 -3.26 -3.04 -0.68  0.187
H23 -2.62 -2.92 1.09  0.220
H24 -1.33 -2.32 -1.62  0.153
H25 -0.30 0.48 0.77  0.278
H26 3.07 -1.30 -2.30  0.232
H27 5.16 -0.51 -1.16  0.230

=====

Molecular formula: C24H27NO7
Method: DFT, wB97M-V/def2-TZVPD

Summary:
ΔE to the lowest compared entry with this formula, charge and spin: 0.0000 eV
HOMO level: -0.303 hartree
structure (SMILES): CCOc1ccc(/C(O)=C2\C(=O)C(=O)N(CCOCCO)[C@@H]2c2ccccc2OC)cc1
Kohn-Sham gap: 8.198 eV
2S+1: 1
total charge: 0
energy: -1512.15646 hartree

Each line ends with the natural charge from an NBO analysis.
Atoms and positions in Å:
C1 7.21 2.59 0.89  -0.640
C2 7.42 1.92 -0.46  -0.062
O1 6.91 0.60 -0.50  -0.490
C3 5.57 0.40 -0.55  0.338
C4 4.60 1.38 -0.75  -0.321
C5 3.26 1.04 -0.78  -0.127
C6 2.85 -0.27 -0.62  -0.099
C7 1.44 -0.66 -0.66  0.527
O2 1.21 -1.73 -1.43  -0.672
C8 0.45 0.01 0.00  -0.325
C9 0.61 1.11 0.94  0.450
O3 1.61 1.58 1.42  -0.512
C10 -0.81 1.58 1.26  0.585
O4 -1.15 2.51 1.96  -0.583
N1 -1.66 0.76 0.59  -0.416
C11 -3.09 0.89 0.65  -0.242
C12 -3.65 1.56 -0.61  -0.056
O5 -5.05 1.60 -0.50  -0.553
C13 -5.68 2.26 -1.57  -0.088
C14 -7.19 2.26 -1.28  -0.074
O6 -7.49 3.02 -0.15  -0.712
C15 -1.02 -0.35 -0.08  -0.069
C16 -1.31 -1.66 0.63  -0.101
C17 -1.35 -1.71 2.01  -0.127
C18 -1.63 -2.89 2.68  -0.240
C19 -1.89 -4.03 1.95  -0.188
C20 -1.85 -4.01 0.56  -0.282
C21 -1.55 -2.83 -0.10  0.286
O7 -1.45 -2.71 -1.47  -0.535
C22 -1.71 -3.85 -2.27  -0.252
C23 3.82 -1.27 -0.47  -0.165
C24 5.16 -0.94 -0.43  -0.273
H1 6.15 2.68 1.12  0.219
H2 7.68 2.00 1.67  0.216
H3 7.66 3.58 0.88  0.216
H4 6.99 2.53 -1.27  0.170
H5 8.49 1.80 -0.66  0.194
H6 4.87 2.41 -0.88  0.220
H7 2.53 1.82 -0.95  0.221
H8 0.27 -1.98 -1.46  0.503
H9 -3.55 -0.10 0.77  0.209
H10 -3.33 1.51 1.52  0.241
H11 -3.36 0.99 -1.51  0.156
H12 -3.24 2.58 -0.70  0.176
H13 -5.48 1.73 -2.52  0.167
H14 -5.32 3.29 -1.65  0.174
H15 -7.52 1.22 -1.16  0.162
H16 -7.72 2.71 -2.12  0.182
H17 -6.91 2.72 0.56  0.473
H18 -1.38 -0.41 -1.12  0.218
H19 -1.15 -0.80 2.58  0.216
H20 -1.65 -2.91 3.75  0.220
H21 -2.12 -4.96 2.45  0.218
H22 -2.05 -4.92 0.01  0.221
H23 -1.58 -3.52 -3.29  0.207
H24 -1.00 -4.65 -2.05  0.185
H25 -2.73 -4.21 -2.12  0.186
H26 3.52 -2.29 -0.37  0.219
H27 5.92 -1.69 -0.30  0.225

=====

Molecular formula: C24H27NOReSi
Method: DFT, wB97M-V/def2-TZVPD

Summary:
ΔE to the lowest compared entry with this formula, charge and spin: 0.0000 eV
HOMO level (spin up / spin down): -0.474 / -0.473 hartree
Kohn-Sham gap (spin up / spin down): 6.384 / 3.517 eV
<S²>: 3.767
2S+1: 4
total charge: +2
energy: -1427.75874 hartree

Each line ends with the Löwdin spin population.
Atoms and positions in Å:
C1 0.75 2.12 3.39  0.045
C2 1.06 2.13 1.99  0.082
C3 -0.15 2.47 1.26  0.031
H1 2.06 1.97 1.59  0.009
C4 -1.22 2.62 2.21  0.054
C5 -0.65 2.44 3.54  0.171
H2 -1.16 2.61 4.48  0.019
H3 1.47 2.01 4.20  0.004
H4 -0.23 2.60 0.19  0.003
H5 -2.23 2.93 2.01  0.010
Re1 -0.42 0.71 2.40  2.034
C6 -0.26 -0.29 0.54  0.222
H6 -1.05 0.06 -0.15  0.021
H7 -0.25 -1.39 0.61  0.024
H8 0.75 0.04 0.25  0.020
Si1 -0.10 -0.77 -2.39  0.015
C7 1.33 -1.00 -3.58  0.007
C8 2.13 0.17 -3.57  0.004
H9 1.80 1.05 -3.00  0.000
C9 3.39 0.19 -4.15  0.000
H10 4.02 1.08 -4.04  0.000
C10 3.88 -0.93 -4.82  0.003
H11 4.88 -0.90 -5.28  0.000
C11 3.08 -2.08 -4.87  0.001
H12 3.49 -2.97 -5.35  0.000
C12 1.81 -2.13 -4.26  0.001
H13 1.24 -3.05 -4.31  0.000
C13 -1.36 0.22 -3.36  0.003
C14 -1.17 0.68 -4.68  0.001
H14 -0.36 0.27 -5.30  0.000
C15 -1.96 1.70 -5.22  0.000
H15 -1.78 2.07 -6.22  0.000
C16 -3.02 2.24 -4.48  0.001
H16 -3.66 3.02 -4.90  0.000
C17 -3.28 1.72 -3.20  0.000
H17 -4.12 2.11 -2.63  0.000
C18 -2.49 0.70 -2.67  0.001
H18 -2.73 0.30 -1.68  0.000
H19 0.77 0.03 -1.47  0.014
H20 -0.74 -1.83 -1.50  0.003
O1 -1.94 -0.73 2.65  0.088
C19 -2.06 -1.50 3.91  0.009
C20 -0.69 -1.61 4.47  0.019
C21 -0.39 -2.50 5.50  -0.001
C22 0.91 -2.52 6.01  0.018
C23 1.86 -1.73 5.35  -0.001
C24 1.51 -0.95 4.26  0.018
N1 0.21 -0.83 3.86  0.036
H21 -2.80 -0.69 2.19  0.006
H22 -2.76 -0.96 4.58  0.002
H23 -2.48 -2.48 3.65  0.000
H24 -1.22 -3.07 5.90  0.000
H25 1.17 -3.14 6.86  0.001
H26 2.91 -1.75 5.63  0.000
H27 2.25 -0.46 3.63  0.002

=====

Molecular formula: C24H28AgCl4N4
Method: DFT, wB97M-V/def2-TZVPD

Summary:
ΔE to the lowest compared entry with this formula, charge and spin: 2.9606 eV
HOMO level: -0.271 hartree
Kohn-Sham gap: 1.940 eV
2S+1: 1
total charge: +1
energy: -3137.66955 hartree

Each line ends with the natural charge from an NBO analysis.
Atoms and positions in Å:
Ag1 0.62 -0.25 -5.11  0.825
C1 -1.18 -4.19 -5.18  -0.440
N1 -1.70 -3.84 -3.86  -0.242
C2 -2.72 -4.60 -3.40  0.107
C3 -3.17 -4.26 -2.12  -0.239
C4 -2.89 -2.96 -1.55  -0.015
C5 -1.96 -2.10 -2.16  -0.171
C6 -1.39 -2.63 -3.31  0.168
C7 -3.75 -2.44 -0.46  0.023
C8 -4.26 -1.21 -0.40  -0.185
C9 -5.18 -0.93 0.69  0.101
N2 -5.60 -1.89 1.52  -0.257
C10 -5.12 -3.06 1.45  0.062
C11 -4.18 -3.36 0.48  -0.173
C12 -6.57 -1.53 2.63  -0.411
H1 -0.93 -5.26 -5.14  0.207
H2 -0.18 -3.77 -5.24  0.298
H3 -1.83 -4.02 -6.03  0.275
H4 -2.91 -5.43 -4.06  0.249
H5 -3.83 -4.99 -1.67  0.232
H6 -1.74 -1.16 -1.68  0.265
H7 -0.68 -2.03 -3.85  0.292
H8 -3.95 -0.41 -1.05  0.289
H9 -5.49 0.10 0.83  0.246
H10 -5.35 -3.84 2.17  0.245
H11 -3.76 -4.35 0.60  0.246
H12 -6.66 -0.44 2.70  0.236
H13 -6.25 -1.85 3.62  0.244
H14 -7.53 -1.91 2.28  0.244
C13 1.12 0.98 -1.93  -0.481
N3 1.79 1.45 -0.75  -0.213
C14 2.45 0.66 0.09  0.114
C15 3.19 1.21 1.19  -0.206
C16 3.08 2.61 1.49  -0.026
C17 2.24 3.34 0.67  -0.213
C18 1.67 2.77 -0.45  0.114
C19 3.88 3.22 2.59  0.045
C20 3.29 4.10 3.46  -0.195
C21 3.98 4.57 4.64  0.110
N4 5.21 4.15 4.87  -0.247
C22 5.73 3.12 4.14  0.066
C23 5.14 2.73 2.97  -0.181
C24 6.03 4.73 5.96  -0.397
H15 1.84 0.46 -2.56  0.320
H16 0.75 1.81 -2.53  0.294
H17 0.28 0.34 -1.65  0.234
H18 2.53 -0.36 -0.24  0.269
H19 3.73 0.56 1.86  0.242
H20 1.99 4.39 0.75  0.248
H21 1.09 3.37 -1.14  0.265
H22 2.34 4.56 3.25  0.252
H23 3.58 5.41 5.19  0.247
H24 6.75 2.86 4.40  0.244
H25 5.62 1.99 2.34  0.264
H26 5.76 4.25 6.90  0.242
H27 5.72 5.77 6.03  0.240
H28 7.04 4.49 5.63  0.237
Cl1 -0.95 -1.16 -7.27  -0.912
Cl2 -1.69 0.96 -3.89  -0.908
Cl3 2.73 1.65 -4.86  -0.872
Cl4 2.22 -2.37 -3.88  -0.917